Entry 1:
This record from the Open Molecules 2025 dataset describes one molecule with the formula C2H7NO2S at a distorted geometry. The level of theory is ωB97M-V/def2-TZVPD.

Each line ends with the Löwdin charge.
Positions of all 13 atoms, in Å:
C: -0.847 -1.675 0.547  -0.177
C: 1.605 1.182 0.173  -0.154
N: 0.782 0.347 -0.710  -0.300
O: -1.543 1.472 -0.257  -0.325
O: -1.346 -0.979 -0.526  -0.340
S: -0.725 0.481 -0.857  0.706
H: -1.263 -1.345 1.527  0.088
H: -1.119 -2.801 0.320  0.137
H: 0.216 -1.404 0.808  0.082
H: 2.549 1.359 -0.226  0.047
H: 1.053 2.079 0.266  0.049
H: 1.689 0.747 1.179  0.077
H: -1.051 0.536 -2.246  0.111

## Properties
SMILES: CN=[S@H](=O)OC
Energy: -18604.548 eV
Multiplicity: 1
Total charge: 0
Molecular weight: 109.1 g mol⁻¹
Energy above the lowest of the compared OMol25 structures with the same formula, charge and spin: 371.0 kJ/mol
Kohn-Sham gap: 10.2245 eV

=====

Entry 2:
This record from the Open Molecules 2025 dataset describes an isolated ion of composition C9H14N3 and charge +1 at a distorted geometry. The level of theory is ωB97M-V/def2-TZVPD.

Each line ends with the Löwdin charge.
Positions of all 26 atoms, in Å:
C: 2.892 0.789 3.153  -0.059
C: 2.851 -0.556 2.717  0.051
C: 2.147 0.778 1.110  -0.342
C: 1.813 -1.545 0.831  -0.045
C: 0.607 -1.414 0.214  -0.032
C: 1.519 1.075 -0.128  0.193
C: -1.354 1.274 -1.507  -0.056
C: -2.453 -0.599 -0.281  -0.024
C: -1.166 -0.148 -1.005  -0.440
N: 2.392 1.587 2.197  0.150
N: 2.356 -0.502 1.472  -0.079
N: -0.170 -0.185 0.040  -0.061
H: 3.210 1.283 3.992  0.090
H: 2.947 -1.590 3.096  0.153
H: 2.196 -2.558 0.927  0.147
H: -0.057 -2.301 -0.094  0.163
H: 1.200 2.131 -0.417  0.142
H: 1.810 0.337 -0.937  0.133
H: -1.132 1.921 -0.591  0.104
H: -0.611 1.430 -2.347  0.099
H: -2.308 1.499 -2.033  0.103
H: -2.763 0.143 0.365  0.064
H: -2.144 -1.382 0.398  0.071
H: -3.082 -0.998 -1.099  0.113
H: -0.823 -0.837 -1.819  0.165
H: -0.373 0.357 0.938  0.197

## Properties
SMILES: C=C1N=CC=[N+]1/C=C\NC(C)C
Energy: -14020.204 eV
Multiplicity: 1
Total charge: +1
Molecular weight: 164.2 g mol⁻¹
Energy above the lowest of the compared OMol25 structures with the same formula, charge and spin: 364.5 kJ/mol
Kohn-Sham gap: 7.5380 eV

=====

Entry 3:
This record from the Open Molecules 2025 dataset describes a 2-piece molecular cluster, H4O2P2 overall at a distorted geometry. The level of theory is ωB97M-V/def2-TZVPD.

Each line ends with the Mulliken spin population.
Positions of all 8 atoms, in Å:
O: -2.333 0.095 0.821  0.070
O: -0.094 -0.944 -0.039  0.434
P: 2.237 -0.471 0.028  0.983
P: -1.145 0.082 -0.439  0.400
H: -2.348 0.817 1.443  -0.002
H: 2.568 -1.602 0.741  -0.008
H: 2.239 -0.861 -1.413  -0.010
H: -2.038 -0.716 -1.158  0.134

## Properties
Energy: -22734.111 eV
Multiplicity: 3
Total charge: 0
Molecular weight: 98.0 g mol⁻¹
Energy above the lowest of the compared OMol25 structures with the same formula, charge and spin: 86.6 kJ/mol
Kohn-Sham gap (spin up / spin down): 7.7043 / 6.1809 eV

=====

Entry 4:
This record from the Open Molecules 2025 dataset describes a 8-piece molecular cluster, C7H27O8 overall at a distorted geometry. The level of theory is ωB97M-V/def2-TZVPD.

Each line ends with the Löwdin charge.
Positions of all 42 atoms, in Å:
C: -0.429 -0.867 1.646  -0.301
O: 0.378 0.196 1.917  -0.354
C: -0.062 -1.534 0.271  -0.177
C: -1.242 -2.411 -0.120  -0.218
C: -2.284 -1.683 -0.709  -0.334
C: -3.453 -1.290 -0.138  0.062
C: -2.015 -1.385 -2.218  -0.215
C: -1.102 -0.228 -2.456  -0.116
H: -1.506 -0.567 1.529  0.120
H: -0.393 -1.560 2.443  0.096
H: 0.982 -2.118 0.230  0.142
H: 0.203 -0.683 -0.393  0.069
H: -1.429 -2.787 0.912  0.127
H: -0.900 -3.185 -0.831  0.125
H: -4.162 -0.792 -0.679  0.015
H: -3.805 -1.330 0.881  0.057
H: -1.590 -2.257 -2.784  0.114
H: -3.046 -1.220 -2.557  0.096
H: -0.110 -0.681 -3.018  0.120
H: -1.473 0.695 -3.036  0.104
H: -0.509 0.143 -1.669  -0.002
H: 0.235 2.667 3.428  -0.014
H: -0.073 1.354 2.765  0.026
O: -0.335 2.366 2.757  -0.117
H: 2.865 -0.770 0.666  0.042
H: 1.561 0.292 1.196  0.022
O: 2.495 0.165 0.591  -0.210
H: 1.443 3.118 -2.139  -0.018
H: 0.234 3.321 -1.342  0.011
O: 0.565 3.573 -2.260  -0.157
H: -1.345 2.100 0.382  0.011
H: -0.131 1.432 0.879  0.020
O: -0.470 1.995 0.108  -0.070
H: 1.804 2.295 -0.264  0.124
H: 3.295 2.784 -0.474  0.057
O: 2.518 2.590 -1.022  -0.122
H: 1.731 0.023 3.190  -0.088
H: 2.500 -1.057 3.738  0.047
O: 1.957 -0.290 3.992  -0.026
H: 1.953 -1.431 -1.569  -0.044
H: 2.508 -0.030 -1.898  0.001
O: 2.637 -0.953 -1.946  -0.025

## Properties
Energy: -24075.576 eV
Multiplicity: 1
Total charge: -1
Molecular weight: 239.3 g mol⁻¹
Energy above the lowest of the compared OMol25 structures with the same formula, charge and spin: 229.7 kJ/mol
Kohn-Sham gap: 8.8239 eV

=====

Entry 5:
This record from the Open Molecules 2025 dataset describes one molecule with the formula C2H4BrCl at a distorted geometry. The level of theory is ωB97M-V/def2-TZVPD.

Each line ends with the Löwdin charge.
Positions of all 8 atoms, in Å:
C: -0.594 0.613 0.002  -0.686
C: 0.263 -0.630 -0.091  -0.327
Cl: -2.320 0.208 0.115  0.561
Br: 2.552 0.014 0.122  0.215
H: -0.481 1.197 -0.805  0.016
H: -0.309 1.160 0.952  0.094
H: 0.462 -1.135 -1.053  0.042
H: 0.428 -1.427 0.759  0.084

## Properties
SMILES: ClCCBr
Energy: -84702.586 eV
Multiplicity: 1
Total charge: 0
Molecular weight: 143.4 g mol⁻¹
Energy above the lowest of the compared OMol25 structures with the same formula, charge and spin: 133.5 kJ/mol
Kohn-Sham gap: 9.2997 eV